{
  "formula": "C2H2OS2",
  "method": "wB97M-V/def2-TZVPD",
  "relative_energy_ev": 1.214,
  "symbols": ["S", "H", "O", "H", "C", "C", "S"],
  "positions_angstrom": [[-1.378, -1.190, 0.080], [0.494, 1.892, -0.333], [1.276, -0.870, -0.131], [1.639, -1.472, 0.537], [0.141, -0.207, -0.012], [-0.170, 1.079, -0.063], [-2.002, 0.768, -0.077]],
  "forces_ev_per_angstrom": [[0.85, 0.78, -0.01], [-0.58, 0.21, 0.26], [2.17, 0.02, -0.95], [-0.92, 0.48, 0.22], [-0.59, -2.34, 1.02], [-1.48, -0.82, -0.53], [0.56, 1.67, -0.01]]
}

***

{
  "formula": "C2H2OS3",
  "method": "wB97M-V/def2-TZVPD",
  "smiles": "O=C(S)C(=S)S",
  "relative_energy_ev": 0.667,
  "symbols": ["H", "C", "C", "O", "S", "H", "S", "S"],
  "positions_angstrom": [[2.770, 0.434, 0.307], [0.681, 0.544, -0.069], [-0.582, -0.398, -0.018], [-0.406, -1.615, 0.070], [1.983, -0.591, -0.176], [-2.814, -0.932, 0.070], [0.639, 2.144, -0.032], [-2.270, 0.415, -0.151]],
  "forces_ev_per_angstrom": [[0.17, -0.90, -0.69], [-1.63, -1.57, -0.09], [-0.55, -1.19, -0.17], [-0.92, 3.03, -0.24], [1.30, 1.54, 0.89], [0.67, 2.34, -0.44], [-0.07, 0.01, 0.09], [1.03, -3.26, 0.66]]
}

***

{
  "formula": "C2H2S2",
  "method": "wB97M-V/def2-TZVPD",
  "smiles": "SC#CS",
  "relative_energy_ev": 4.234,
  "symbols": ["S", "H", "S", "C", "H", "C"],
  "positions_angstrom": [[2.433, -0.144, 0.095], [2.564, 0.865, -0.807], [-2.352, -0.497, -0.136], [0.823, -0.414, 0.186], [-2.735, 0.525, 0.689], [-0.733, -0.335, -0.028]],
  "forces_ev_per_angstrom": [[-0.10, 0.20, -0.12], [-0.07, -0.05, -0.09], [0.25, 0.30, 0.21], [-12.03, 0.11, -1.14], [-0.08, -0.30, -0.09], [12.03, -0.27, 1.23]]
}

***

{
  "formula": "C2H2S3",
  "method": "wB97M-V/def2-TZVPD",
  "s2": 2.01,
  "spin_multiplicity": 3,
  "relative_energy_ev": 2.017,
  "symbols": ["S", "S", "C", "S", "C", "H", "H"],
  "positions_angstrom": [[2.884, 0.633, 0.464], [-0.986, -2.030, -0.025], [1.698, 0.811, -0.514], [-0.981, 1.052, 0.331], [-1.609, -0.567, 0.440], [1.723, 0.766, -1.531], [-2.728, -0.665, 0.833]],
  "forces_ev_per_angstrom": [[0.42, -0.14, 0.58], [0.27, 0.01, -0.03], [0.45, 0.28, 2.24], [-1.58, -3.21, 0.32], [-1.56, 3.18, 0.49], [-0.23, -0.16, -2.98], [2.24, 0.06, -0.63]]
}

***

{
  "formula": "C2H2S4",
  "method": "wB97M-V/def2-TZVPD",
  "smiles": "S=C(S)C(=S)S",
  "relative_energy_ev": 0.108,
  "symbols": ["C", "S", "H", "S", "S", "S", "H", "C"],
  "positions_angstrom": [[-0.755, -0.167, -0.021], [-1.220, -1.728, -0.150], [2.888, -0.447, 0.227], [-1.768, 1.217, 0.019], [1.282, 1.737, -0.149], [1.736, -1.222, 0.015], [-2.871, 0.431, 0.107], [0.708, 0.178, -0.047]],
  "forces_ev_per_angstrom": [[0.48, -0.50, -0.47], [-0.08, 0.46, 0.16], [-1.10, -0.77, -0.35], [-0.71, -0.13, 0.22], [-0.77, -1.35, 0.14], [1.17, 0.79, 0.38], [0.16, 0.39, -0.08], [0.86, 1.12, 0.01]]
}